[1]
Here is a cluster of 4 separate species, C6H6O3 in total in a non-equilibrium geometry from the OMol25 dataset. Energies are from wB97M-V/def2-TZVPD.

Geometry as ORCA input:
```
! RIJCOSX wB97M-V def2-TZVPD def2/J DEFGRID3
* xyz 0 1
C 1.963 -0.144 -0.207
C 1.866 1.057 0.459
C 0.474 1.599 0.195
C -0.112 0.583 -0.581
C -2.439 -0.074 -0.153
C -2.177 -1.231 0.593
H 2.934 -1.430 -1.418
H 2.667 1.246 1.373
H -0.100 2.503 0.418
H -3.624 0.756 -0.372
H -2.876 -1.783 1.173
H -0.851 -1.910 0.480
O 2.743 -1.281 -0.050
O -1.291 0.401 -0.943
O 0.824 -0.292 -0.967
*
```

Properties
E_HOMO: -0.2845 Eh
total energy: -12452.6819 eV
Kohn-Sham gap: 7.427 eV
energy relative to the best compared isomer or geometry (same formula, charge and spin): 812.6 kJ/mol
largest force on an atom: 7.0 eV/A

---

[2]
Here is the molecule C6H6OS in a non-equilibrium geometry from the OMol25 dataset. Energies are from wB97M-V/def2-TZVPD.

Geometry as ORCA input:
```
! RIJCOSX wB97M-V def2-TZVPD def2/J DEFGRID3
* xyz 0 1
C -1.058 0.907 3.149
C -0.895 0.890 1.974
C -0.759 0.896 0.478
C 0.105 -1.296 -0.733
C 1.316 -0.856 -1.868
C 0.504 0.032 -1.133
H -1.090 0.882 4.269
H -1.246 1.800 0.232
H 1.017 -1.590 -0.009
H 2.243 -1.457 -1.648
H 0.974 -0.882 -2.869
H -0.150 0.618 -1.834
O 0.569 0.850 0.004
S -1.531 -0.796 -0.011
*
```

Properties
E_HOMO: -0.3230 Eh
total energy: -19194.8071 eV
Kohn-Sham gap: 9.279 eV
energy relative to the best compared isomer or geometry (same formula, charge and spin): 604.1 kJ/mol
largest force on an atom: 3.5 eV/A

---

[3]
Here is the molecule C6H6OS in a non-equilibrium geometry from the OMol25 dataset. Energies are from wB97M-V/def2-TZVPD.

Geometry as ORCA input:
```
! RIJCOSX wB97M-V def2-TZVPD def2/J DEFGRID3
* xyz 0 1
C -1.518 -0.988 -1.178
C -0.546 -0.048 -0.619
C -0.606 0.649 0.769
C 1.473 1.297 0.456
C 1.580 -0.071 0.624
C 0.111 -0.570 0.535
H -2.117 -1.746 -0.591
H 0.283 0.205 -1.292
H -1.600 0.743 1.347
H 2.195 2.060 0.222
H 2.434 -0.539 0.210
H -0.146 -1.368 1.408
O 0.172 1.829 0.803
S -1.715 -1.454 -2.694
*
```

Properties
E_HOMO: -0.3116 Eh
total energy: -19197.3945 eV
Kohn-Sham gap: 8.535 eV
energy relative to the best compared isomer or geometry (same formula, charge and spin): 354.5 kJ/mol
largest force on an atom: 9.1 eV/A

---

[4]
Here is the molecule C6H6S in a non-equilibrium geometry from the OMol25 dataset. Energies are from wB97M-V/def2-TZVPD.

Geometry as ORCA input:
```
! RIJCOSX wB97M-V def2-TZVPD def2/J DEFGRID3
* xyz 0 1
C 1.708 -0.654 -0.006
C 0.431 -1.086 0.005
C 1.892 0.781 0.002
C -0.644 -0.145 0.016
C 0.820 1.527 0.012
C -1.955 -0.667 0.016
S -3.423 0.266 -0.008
H 2.557 -1.316 -0.025
H 0.211 -2.144 -0.005
H 2.896 1.186 0.002
H 0.453 2.522 0.030
H -2.115 -1.732 0.028
H -2.832 1.461 -0.067
*
```

Properties
E_HOMO: -0.2847 Eh
total energy: -17149.7240 eV
Kohn-Sham gap: 7.845 eV
energy relative to the best compared isomer or geometry (same formula, charge and spin): 451.8 kJ/mol
largest force on an atom: 4.1 eV/A

---

Number 1 is which compound?
C6H6O3